Entry 1:
The following is a quantum chemistry calculation of a cluster of 2 separate species, C6H12N2O2 in total, from the OMol25 dataset.

XYZ file:
```
22
Properties=species:S:1:pos:R:3:nbo_charge:R:1
C 0.53 -0.18 -2.82 -0.6309
C 0.04 -0.80 -1.54 0.1075
C 1.08 -1.14 -0.46 -0.4298
C 0.34 -0.10 0.40 0.1517
C 1.14 1.14 0.78 -0.2182
N 0.27 2.18 1.30 -0.8302
O -0.60 0.17 -0.65 -0.5156
C -0.36 -0.67 1.58 0.2921
N -0.78 -1.18 2.54 -0.3402
H 1.23 0.64 -2.63 0.2079
H 1.04 -0.95 -3.42 0.2197
H -0.32 0.20 -3.41 0.2273
H -0.66 -1.62 -1.74 0.1855
H 1.05 -2.17 -0.09 0.2353
H 2.11 -0.85 -0.70 0.2167
H 1.88 0.86 1.54 0.2087
H 1.70 1.44 -0.12 0.1755
H 0.81 2.92 1.73 0.3678
H -0.28 2.59 0.56 0.3680
O -3.77 -0.98 2.35 -0.9550
H -3.08 -1.23 3.00 0.4871
H -3.39 -0.29 1.80 0.4690
```

## Properties
**Structure (SMILES)**: C[C@H]1C[C@@](C#N)(CN)O1.O

=====

Entry 2:
The following is a quantum chemistry calculation of a cluster of 13 separate species, C6H39NO13 in total, from the OMol25 dataset.

XYZ file:
```
59
Properties=species:S:1:pos:R:3:nbo_charge:R:1
C -0.88 -0.60 0.33 -0.2876
C -2.20 -0.03 0.89 -0.0796
O -2.11 1.08 1.80 -0.7881
N -0.69 -0.70 -1.10 -0.6940
C 0.26 0.29 -1.70 -0.2107
C 1.26 -0.40 -2.61 -0.2358
C 1.67 0.52 -3.79 -0.6055
C 2.52 -0.89 -1.87 -0.6154
H -0.98 -1.64 0.69 0.1895
H -0.07 -0.22 0.95 0.2302
H -2.78 -0.78 1.44 0.1690
H -2.77 0.34 0.03 0.1759
H -1.19 1.40 1.92 0.5116
H -0.45 -1.65 -1.38 0.3951
H 0.70 0.78 -0.83 0.2146
H -0.37 0.92 -2.32 0.1710
H 0.76 -1.26 -3.07 0.1890
H 1.36 1.56 -3.69 0.2049
H 1.26 0.13 -4.72 0.2077
H 2.75 0.52 -3.92 0.2087
H 2.75 -0.15 -1.11 0.2223
H 3.33 -1.09 -2.56 0.2020
H 2.41 -1.85 -1.36 0.2232
H 0.96 2.16 2.26 0.5162
H 0.31 1.41 3.57 0.5126
O 0.47 1.37 2.58 -1.0427
H -2.56 -2.97 -0.61 0.4898
H -2.70 -3.21 -2.26 0.5233
O -2.38 -3.50 -1.40 -0.9843
H -1.44 0.82 4.43 0.4797
H -0.39 -0.25 4.21 0.5039
O -0.56 0.57 4.73 -0.9621
H -2.63 1.04 -1.79 0.4759
H -4.21 0.83 -2.07 0.4918
O -3.49 1.46 -1.92 -0.9640
H -0.63 -3.51 -0.96 0.4934
H 0.70 -4.09 -1.46 0.4767
O 0.33 -3.56 -0.75 -0.9864
H -2.58 -0.52 -3.43 0.4844
H -2.54 -1.21 -1.99 0.4934
O -2.99 -1.18 -2.86 -0.9970
H 0.79 4.37 1.39 0.4808
H -0.29 3.89 2.44 0.5020
O 0.65 4.00 2.26 -0.9628
H 0.83 -2.31 3.19 0.5030
H 0.01 -2.44 4.44 0.4840
O 0.18 -1.83 3.72 -0.9679
H 1.86 -3.37 1.11 0.4825
H 2.38 -1.93 1.46 0.4934
O 2.57 -2.87 1.52 -0.9794
H 2.54 3.82 -0.38 0.4733
H 3.89 3.08 -0.19 0.4772
O 2.94 2.99 -0.12 -0.9481
H 3.05 0.79 1.43 0.4854
H 1.96 0.10 2.19 0.4980
O 2.48 0.01 1.38 -0.9799
H -2.10 2.59 1.13 0.4971
H -2.12 3.69 -0.09 0.4827
O -1.82 3.48 0.80 -1.0236
```

=====

Entry 3:
The following is a quantum chemistry calculation of the molecule C8H13NO, from the OMol25 dataset.

XYZ file:
```
23
Properties=species:S:1:pos:R:3:nbo_charge:R:1
C -1.16 -0.07 0.07 -0.1495
C -1.86 0.88 1.04 -0.5955
C -1.69 -1.51 0.27 -0.5829
C -1.41 0.37 -1.38 -0.5872
C 0.32 -0.11 0.35 0.5468
C 2.43 0.09 -0.09 0.1876
N 3.69 0.16 -0.62 -0.7859
C 1.99 0.88 1.04 -0.2519
C 1.35 -0.68 -0.47 -0.4548
O 0.77 0.28 1.54 -0.4567
H 4.38 0.63 -0.05 0.3987
H 4.02 -0.62 -1.16 0.3866
H 1.93 1.96 1.05 0.1986
H 1.27 -1.48 -1.18 0.2302
H -1.48 1.90 0.93 0.2132
H -2.94 0.89 0.84 0.2089
H -1.72 0.57 2.07 0.2227
H -1.18 -2.21 -0.39 0.2096
H -1.54 -1.84 1.30 0.2154
H -2.76 -1.54 0.05 0.2072
H -2.48 0.38 -1.58 0.2109
H -1.01 1.37 -1.55 0.2145
H -0.93 -0.31 -2.08 0.2136
```

## Properties
**Structure (SMILES)**: CC(C)(C)c1cc(N)co1

=====

Entry 4:
The following is a quantum chemistry calculation of a cluster of 2 separate species, C8H8FN in total, from the OMol25 dataset.

XYZ file:
```
18
Properties=species:S:1:pos:R:3:nbo_charge:R:1
C 2.60 -0.11 -0.30 -0.2203
C 1.92 0.70 -1.19 -0.2098
C 1.83 -0.55 0.81 -0.1986
C 0.72 1.32 -0.95 -0.2143
C 0.54 -0.07 0.97 -0.1982
C 0.01 0.93 0.21 -0.1418
C -2.94 -0.89 0.29 0.0927
C -1.32 1.38 0.64 0.2745
N -3.77 -1.42 -0.50 -0.6471
F -1.85 2.41 -0.06 -0.3433
H 3.62 -0.37 -0.60 0.2248
H 2.60 1.13 -1.97 0.2108
H 2.20 -1.19 1.60 0.2152
H 0.08 1.89 -1.68 0.2322
H -0.09 -0.48 1.74 0.2051
H -1.82 1.24 1.62 0.1806
H -2.67 -1.48 1.20 0.1558
H -4.14 -0.94 -1.40 0.3816
```

=====

Calculated energy relative to the best compared isomer or geometry (same formula, charge and spin) in order - 173.06; 344.85; 329.00; 412.42 kJ/mol
Calculated energy in order - -495.7716; -1284.8397; -442.5039; -464.0908 a.u.
Calculated maximum force in order - 0.0336; 0.0504; 0.0894; 0.0667 hartree/bohr